This record from the Open Molecules 2025 dataset describes a structure of composition C34H32I2IrN4O10P2. The level of theory is ωB97M-V with the def2-TZVPD basis set.

Last column: Löwdin charge in e.
Atoms and positions in Å:
Ir1 -0.283 0.196 -0.025  1.633
C1 -1.428 0.992 3.353  -0.033
C2 -1.604 -0.496 3.256  -0.202
C3 -1.432 -1.291 4.382  -0.041
C4 -1.716 -2.647 4.351  -0.074
C5 -2.221 -3.214 3.193  -0.048
C6 -2.403 -2.454 2.041  -0.200
C7 -3.039 -3.098 0.840  -0.037
C8 -2.040 -1.101 2.069  -0.189
N1 -2.020 -0.334 0.870  -0.035
C9 -3.161 -0.156 0.126  -0.467
O1 -4.298 -0.372 0.483  0.106
C10 -2.835 0.242 -1.300  -0.172
C11 -3.733 0.570 -2.298  0.036
C12 -3.227 0.914 -3.543  -0.008
C13 -1.851 0.939 -3.778  0.027
C14 -1.010 0.603 -2.740  -0.156
N2 -1.536 0.240 -1.569  -0.018
C15 0.503 0.539 -2.781  -0.474
O2 1.107 0.640 -3.823  0.114
N3 1.046 0.231 -1.547  -0.027
C16 2.325 -0.394 -1.492  -0.186
C17 3.342 0.232 -0.757  -0.191
C18 3.199 1.650 -0.284  -0.026
C19 4.522 -0.466 -0.525  -0.038
C20 4.708 -1.742 -1.029  -0.069
C21 3.730 -2.312 -1.827  -0.048
C22 2.538 -1.649 -2.091  -0.199
C23 1.564 -2.284 -3.046  -0.035
H1 -0.913 1.255 4.277  0.081
H2 -2.411 1.470 3.364  0.095
H3 -0.869 1.416 2.523  0.032
H4 -1.080 -0.832 5.298  0.112
H5 -1.565 -3.256 5.233  0.103
H6 -2.483 -4.265 3.174  0.110
H7 -2.837 -4.169 0.825  0.083
H8 -2.700 -2.666 -0.100  0.053
H9 -4.119 -2.947 0.871  0.092
H10 -4.789 0.582 -2.069  0.135
H11 -3.907 1.191 -4.338  0.118
H12 -1.425 1.221 -4.731  0.133
H13 2.547 1.715 0.589  0.047
H14 2.768 2.271 -1.069  0.065
H15 4.173 2.049 -0.001  0.089
H16 5.305 0.010 0.053  0.114
H17 5.625 -2.280 -0.825  0.105
H18 3.892 -3.291 -2.264  0.113
H19 1.654 -3.370 -3.018  0.083
H20 1.772 -1.945 -4.062  0.094
H21 0.527 -2.021 -2.841  0.055
C24 -1.952 4.446 -2.394  -0.057
C25 -1.223 4.551 -1.060  -0.584
O3 -1.531 5.828 -0.516  -0.040
P1 0.569 4.350 -1.354  0.465
O4 1.251 4.332 0.088  -0.110
O5 0.993 5.787 -1.886  -0.088
O6 0.910 3.224 -2.239  -0.243
P2 -1.812 3.223 0.092  0.415
O7 -1.685 3.960 1.525  -0.123
O8 -3.197 2.797 -0.185  -0.241
O9 -0.685 2.179 0.129  -0.429
H22 -1.638 5.266 -3.040  0.094
H23 -3.025 4.505 -2.218  0.089
H24 -1.719 3.503 -2.884  0.062
H25 -1.209 5.855 0.394  0.087
H26 1.195 3.452 0.490  0.060
H27 1.818 5.750 -2.387  0.097
H28 -2.566 4.080 1.903  0.094
I1 3.022 0.871 3.954  0.956
C26 2.522 -0.823 2.869  -0.639
C27 3.138 -2.056 3.145  -0.207
C28 2.811 -3.193 2.452  -0.664
I2 3.786 -4.975 2.924  0.928
C29 1.827 -3.149 1.434  -0.195
C30 1.356 -4.248 0.681  -0.008
C31 0.381 -4.068 -0.259  -0.017
C32 -0.123 -2.782 -0.495  -0.123
N4 0.308 -1.741 0.176  -0.020
C33 1.248 -1.900 1.158  -0.124
C34 1.576 -0.718 1.872  -0.418
O10 0.967 0.394 1.536  -0.266
H29 3.886 -2.097 3.925  0.082
H30 1.769 -5.231 0.863  0.070
H31 -0.004 -4.896 -0.836  0.121
H32 -0.870 -2.597 -1.254  0.117

The highest occupied orbital energy (spin up / spin down) comes out at -7.97 / -8.14 eV. Its molar mass is 1164.62 g mol⁻¹. The calculation puts the largest force on an atom at 0.46 eV Å⁻¹. As for the multiplicity: 2. Its expectation value of S² is 0.7565. For the energy above the lowest of the compared OMol25 structures with the same formula, charge and spin, the calculation gives 0.046 eV.